33
Properties=species:S:1:pos:R:3 method="wB97M-V/def2-TZVPD" max_force_ev_per_a=2.4 gap_ev=10.3 smiles="C[C@@H]1CN1[P@](=O)(c1ccccc1)N1C[C@@H]1C" spin_multiplicity=1
O -0.723 1.241 -1.305
C -1.357 -4.093 -1.706
C -1.104 -3.819 -0.329
C -1.301 -3.111 -2.658
C -0.781 -2.531 0.045
C -1.020 -1.811 -2.285
C -0.717 -1.506 -0.924
N -1.082 0.476 1.212
N 1.376 0.319 -0.009
C -0.361 2.105 3.011
C 2.951 2.219 0.488
C -2.223 1.416 1.126
C 2.153 0.218 -1.221
C -0.813 1.849 1.597
C 1.962 1.570 -0.443
P -0.315 0.203 -0.328
H -1.642 -5.092 -1.996
H -1.181 -4.620 0.404
H -1.536 -3.343 -3.680
H -0.603 -2.338 1.116
H -0.988 -1.010 -3.019
H -0.589 1.207 3.631
H -0.827 3.019 3.410
H 0.743 2.290 3.076
H 3.836 2.577 -0.069
H 3.300 1.544 1.313
H 2.453 3.058 0.996
H -3.006 1.244 1.870
H -2.574 1.871 0.178
H 1.630 0.134 -2.216
H 3.174 -0.202 -1.211
H -0.316 2.584 0.959
H 1.482 2.331 -1.035


32
Properties=species:S:1:pos:R:3 method="wB97M-V/def2-TZVPD" max_force_ev_per_a=1.2 gap_ev="8.3 / 8.2" spin_multiplicity=1
C 0.512 -1.937 -0.765
C 1.200 -1.623 1.508
C 0.164 -0.599 -0.853
C 0.862 -0.285 1.429
C 1.047 -2.460 0.406
C 0.364 0.217 0.242
C 1.671 2.429 -0.207
C 2.251 2.745 -1.525
C 2.277 3.757 -0.406
C 1.458 -3.898 0.496
C -3.007 -1.064 0.291
C -3.277 1.180 -0.448
N -2.890 -0.138 -0.765
O -0.338 2.475 1.453
S 0.005 2.005 0.109
H 0.367 -2.584 -1.617
H 1.598 -2.023 2.429
H -0.267 -0.202 -1.758
H 0.981 0.377 2.273
H 3.186 2.273 -1.796
H 1.598 2.893 -2.374
H 1.634 4.626 -0.447
H 3.227 3.956 0.069
H 0.814 -4.438 1.191
H 1.398 -4.380 -0.475
H 2.479 -3.976 0.866
H -4.061 -1.227 0.567
H -2.579 -2.014 -0.026
H -2.502 -0.723 1.209
H -3.080 1.821 -1.307
H -4.349 1.239 -0.200
H -2.744 1.577 0.430


42
Properties=species:S:1:pos:R:3 method="wB97M-V/def2-TZVPD" max_force_ev_per_a=6.1 gap_ev="8.7 / 5.2" spin_multiplicity=2
Ag -1.580 -2.422 0.355
I -2.361 -4.128 2.572
I -0.476 -4.469 -1.523
C -0.319 1.298 -5.649
C -0.419 0.167 -4.651
C 0.882 -0.533 -4.409
O 0.791 -0.929 -2.966
C -0.271 -0.436 -2.411
O -0.621 -0.625 -1.282
O -0.829 0.511 -3.339
H -1.220 1.902 -5.543
H 0.007 1.076 -6.665
H 0.448 1.979 -5.280
H -1.192 -0.473 -5.078
H 1.786 -0.025 -4.746
H 0.801 -1.519 -4.867
C 4.440 0.118 1.661
C 3.810 -0.764 0.632
C 4.160 -2.200 0.880
O 2.828 -2.696 1.109
C 1.914 -1.685 0.892
O 0.741 -1.615 1.313
O 2.469 -0.612 0.466
H 3.585 0.435 2.258
H 4.835 0.848 0.954
H 5.063 -0.222 2.489
H 4.307 -0.391 -0.264
H 4.919 -2.451 1.620
H 4.515 -2.657 -0.044
C -4.242 3.015 2.900
C -3.058 2.268 3.423
C -3.335 0.973 4.100
O -2.717 -0.092 3.319
C -2.156 0.473 2.245
O -1.610 -0.224 1.394
O -2.227 1.825 2.277
H -5.067 2.459 2.454
H -4.068 3.867 2.242
H -4.805 3.488 3.705
H -2.357 2.788 4.077
H -4.372 0.671 4.244
H -2.999 1.009 5.136


47
Properties=species:S:1:pos:R:3 method="wB97M-V/def2-TZVPD" max_force_ev_per_a=4.0 gap_ev=2.3 spin_multiplicity=1
Be 8.308 23.653 -1.426
B 13.404 20.795 -2.470
F 12.980 19.900 -3.444
F 14.536 21.342 -3.072
F 12.466 21.722 -2.275
F 13.597 20.047 -1.299
B 8.389 19.121 0.795
F 8.403 19.265 -0.548
F 7.093 18.890 1.306
F 9.092 17.994 1.119
F 8.766 20.334 1.314
C 3.595 30.500 -3.399
C 4.566 29.415 -3.105
N 5.330 28.545 -2.862
H 4.032 31.052 -4.231
H 3.532 31.098 -2.490
H 2.592 30.136 -3.624
C 12.781 22.794 -8.111
C 11.553 23.124 -7.387
N 10.582 23.413 -6.817
H 12.658 22.281 -9.065
H 13.426 22.216 -7.449
H 13.335 23.716 -8.288
C 11.491 29.046 3.931
C 10.750 27.879 3.392
N 10.180 26.950 2.957
H 12.211 28.651 4.647
H 10.849 29.703 4.516
H 12.043 29.612 3.179
C 1.747 23.668 3.596
C 2.906 23.752 2.699
N 3.789 23.958 1.982
H 1.291 24.658 3.579
H 2.131 23.456 4.594
H 1.032 22.896 3.312
C 15.416 27.395 -3.073
C 13.989 27.277 -2.717
N 12.870 27.182 -2.446
H 15.802 26.384 -3.207
H 15.856 27.968 -2.257
H 15.293 27.892 -4.036
C 2.388 18.896 -1.293
C 3.277 19.872 -1.982
N 3.966 20.615 -2.550
H 2.840 17.908 -1.375
H 1.407 18.991 -1.759
H 2.208 19.183 -0.257


68
Properties=species:S:1:pos:R:3 method="wB97M-V/def2-TZVPD" charge=-1 max_force_ev_per_a=1.3 gap_ev=10.4 spin_multiplicity=1
Li -3.970 1.998 14.235
Li -2.516 5.623 10.555
Li -6.226 5.527 12.482
Li -6.173 3.477 9.379
B -7.662 5.625 9.867
F -6.716 6.164 10.794
F -7.814 4.277 10.281
F -8.857 6.314 9.906
F -7.148 5.680 8.582
B -4.374 3.060 11.206
F -4.002 2.234 12.267
F -3.256 3.922 10.965
F -4.644 2.342 10.054
F -5.484 3.856 11.559
B -1.837 3.346 15.139
F -2.487 2.806 16.255
F -2.391 4.588 14.762
F -0.464 3.494 15.328
F -2.091 2.430 14.060
B -3.925 5.951 8.560
F -4.666 4.745 8.789
F -4.109 6.761 9.698
F -2.534 5.576 8.511
F -4.298 6.554 7.390
B -5.979 4.144 15.195
F -5.611 2.852 14.699
F -5.623 5.133 14.226
F -7.361 4.162 15.370
F -5.310 4.395 16.365
C -2.927 2.664 7.091
C -2.572 3.728 6.088
C -1.076 4.083 6.052
O -0.610 3.532 4.828
C -1.654 3.132 4.081
O -1.577 2.710 2.970
O -2.816 3.260 4.759
H -4.007 2.520 7.115
H -2.604 2.896 8.105
H -2.459 1.711 6.827
H -3.143 4.637 6.258
H -0.546 3.679 6.914
H -0.915 5.162 6.054
C -7.895 1.713 12.701
C -8.544 1.467 14.037
C -9.669 2.405 14.435
O -10.505 1.542 15.235
C -10.243 0.261 14.912
O -10.850 -0.684 15.301
O -9.196 0.193 14.055
H -8.643 1.769 11.903
H -7.162 0.951 12.439
H -7.381 2.671 12.675
H -7.752 1.532 14.793
H -10.246 2.788 13.591
H -9.324 3.229 15.052
C -6.722 -2.065 6.869
C -7.623 -0.854 6.872
C -8.836 -1.000 7.820
O -8.658 0.047 8.776
C -7.570 0.772 8.473
O -7.242 1.739 9.086
O -6.915 0.258 7.427
H -5.725 -1.839 6.493
H -7.130 -2.844 6.222
H -6.610 -2.468 7.877
H -7.988 -0.631 5.872
H -8.899 -1.960 8.330
H -9.791 -0.819 7.325


37
Properties=species:S:1:pos:R:3 method="wB97M-V/def2-TZVPD" charge=+2 max_force_ev_per_a=6.4 gap_ev=12.4 spin_multiplicity=1
Ca -0.070 -0.854 -0.371
C 3.904 -3.489 1.053
C 2.685 -2.613 0.977
N 1.711 -1.956 0.966
H 4.106 -3.622 -0.010
H 3.728 -4.493 1.441
H 4.663 -2.905 1.574
C -0.498 2.097 -4.306
C -0.565 0.920 -3.437
N -0.617 -0.054 -2.727
H -1.023 1.846 -5.228
H 0.487 2.476 -4.580
H -1.040 2.961 -3.922
C -1.575 3.537 1.223
C -1.346 2.345 0.459
N -1.074 1.398 -0.176
H -2.401 3.389 1.917
H -1.835 4.343 0.537
H -0.748 3.806 1.880
C 3.961 1.888 -1.041
C 2.816 0.985 -1.115
N 1.956 0.239 -1.176
H 4.662 1.853 -1.875
H 4.453 1.599 -0.112
H 3.607 2.917 -0.996
C -0.945 0.149 4.489
C -0.956 -0.333 3.052
N -0.912 -0.727 1.968
H -0.597 -0.627 5.172
H -1.947 0.482 4.759
H -0.253 0.972 4.666
C -4.421 -3.364 -0.967
C -3.293 -2.433 -0.641
N -2.424 -1.751 -0.371
H -4.176 -4.369 -0.624
H -4.666 -3.396 -2.029
H -5.358 -3.217 -0.431